[1]
A cluster of 10 separate species, C31H34F12NO27 in total at a distorted geometry. Source: the OMol25 dataset; level of theory: the ωB97M-V functional and the def2-TZVPD basis.

Frontier orbital gap: 4.07 eV
Charge: -1

XYZ file:
```
105
C31H34F12NO27 | the OMol25 dataset | the ωB97M-V functional and the def2-TZVPD basis
C -2.06980 -0.51991 0.22797
C -2.30481 -1.88615 0.85721
N -2.96183 -1.82754 2.15718
C -2.09978 -1.18605 3.19515
C -2.38194 0.24648 3.40557
F -2.39294 0.60267 4.73739
F -1.38015 1.06683 2.87883
F -3.51500 0.78814 2.87879
H -1.50583 -0.65126 -0.69378
H -3.02759 -0.07456 -0.04988
H -1.49241 0.12494 0.88423
H -2.95870 -2.44160 0.16654
H -1.33846 -2.42561 0.87260
H -3.04181 -2.79186 2.45512
H -2.34632 -1.64821 4.15384
C -3.55354 -0.50706 -4.79010
C -2.31493 0.35550 -4.65248
O -1.75432 -0.11693 -3.44779
C -2.14847 -1.40528 -3.26864
O -1.67409 -2.15625 -2.48783
O -3.16710 -1.70493 -4.11687
F -2.65480 1.65758 -4.51641
H -4.38822 -0.05007 -4.25587
H -3.83592 -0.71777 -5.81834
H -1.56840 0.25227 -5.44300
C -2.91223 4.06418 -1.62078
C -3.96773 4.17461 -0.54278
O -4.90904 3.19552 -0.93129
C -4.23732 2.23585 -1.63130
O -4.67954 1.17240 -1.91104
O -3.00979 2.67982 -1.97359
F -4.57639 5.39537 -0.54542
H -3.17685 4.68021 -2.48362
H -1.91825 4.32782 -1.27178
H -3.61495 3.96230 0.46749
C 1.50366 0.19910 2.74800
C 1.99456 -1.15961 3.20223
O 3.07522 -1.41578 2.28763
C 3.56201 -0.22582 1.89413
O 4.60429 -0.07788 1.32619
O 2.73226 0.77598 2.22011
F 1.08688 -2.13108 3.07441
H 0.76468 0.11902 1.95225
H 1.09835 0.80161 3.55300
H 2.39188 -1.17312 4.21757
C -1.34111 7.91578 1.45310
C -0.73795 8.81226 0.39203
O 0.00023 7.89604 -0.39903
C -0.59178 6.67698 -0.27519
O -0.38101 5.74081 -0.97354
O -1.46796 6.67946 0.74899
F 0.10572 9.73683 0.90885
H -0.66000 7.78736 2.29583
H -2.30978 8.24952 1.81255
H -1.46757 9.31864 -0.24233
C 5.68640 1.08797 5.55564
C 5.48249 0.10199 6.68686
O 4.13222 0.32006 7.04413
C 3.47893 0.78756 5.94155
O 2.30593 0.84071 5.80966
O 4.37638 1.16520 4.99455
F 6.27791 0.36742 7.75199
H 5.97715 2.06600 5.94234
H 6.40197 0.75842 4.80763
H 5.61233 -0.94480 6.40572
C -4.03120 -5.27201 -1.41890
C -3.83627 -5.92939 -0.07496
O -4.55527 -7.14572 -0.23282
C -4.55860 -7.45812 -1.55935
O -4.86534 -8.51557 -2.00044
O -4.15859 -6.39737 -2.29782
F -4.38546 -5.20097 0.92068
H -4.95201 -4.68869 -1.44720
H -3.19617 -4.63945 -1.71150
H -2.79690 -6.15291 0.16942
C 3.70453 -1.76864 -1.44283
C 4.14237 -2.48662 -2.69798
O 2.99300 -2.40248 -3.51640
C 2.30648 -1.27471 -3.14886
O 1.45017 -0.77882 -3.79705
O 2.76804 -0.81711 -1.96611
F 4.43433 -3.79551 -2.47551
H 3.19487 -2.44392 -0.75359
H 4.51408 -1.26547 -0.92134
H 4.98605 -2.02627 -3.21588
C 2.73259 3.68376 0.31579
C 3.61624 3.60509 1.53861
O 3.10971 4.66093 2.34354
C 1.80246 4.84887 2.01114
O 1.03810 5.51188 2.62815
O 1.51366 4.19536 0.86164
F 4.91904 3.86816 1.24637
H 3.13135 4.39548 -0.41007
H 2.56767 2.72413 -0.16624
H 3.54394 2.65095 2.05806
C 1.45784 -5.14114 -5.04249
C 1.87911 -5.69687 -3.70229
O 1.08169 -6.86091 -3.58274
C 0.79905 -7.29644 -4.84286
O 0.36594 -8.36488 -5.11005
O 1.10174 -6.33423 -5.75051
F 1.59228 -4.85543 -2.68582
H 0.58695 -4.49151 -4.94812
H 2.25596 -4.61032 -5.55307
H 2.93154 -5.98118 -3.64281
```


[2]
A cluster of 2 separate species, C31H34IN6O3PS in total at a distorted geometry. Source: the OMol25 dataset; level of theory: the ωB97M-V functional and the def2-TZVPD basis.

Frontier orbital gap: 7.61 eV
ΔE to the lowest compared entry with this formula, charge and spin: 228.1 kcal per mole
Charge: 0

XYZ file:
```
77
C31H34IN6O3PS | the OMol25 dataset | the ωB97M-V functional and the def2-TZVPD basis
C -4.11902 -3.64542 2.23030
C -4.89231 -3.26038 0.87461
C -4.73587 -1.72403 0.40916
C -3.39949 -1.00346 0.92265
C -2.15994 -1.05008 -0.06277
C -0.80254 -0.36139 0.38389
C -0.81046 0.27998 1.80931
C -2.02467 0.33491 2.78027
O -1.83663 0.99698 4.03703
C -3.38545 -0.31314 2.31944
C -4.61693 -0.19365 3.33681
N -5.54635 0.88910 2.81258
S 0.80907 1.05050 2.35884
C 1.47508 1.70335 0.74117
C 2.29232 3.04364 0.69738
O 2.47004 3.71009 1.99204
C 1.32227 4.57400 2.05860
N 0.45320 5.42490 2.03751
C 2.83958 3.64307 -0.65334
P 3.78250 5.28975 -0.71715
N 5.42910 4.92111 -1.29590
O 4.02852 5.95285 0.85244
C 2.51822 2.79729 -1.95647
C 3.04617 3.39858 -3.37742
C 2.12411 4.68323 -3.70558
C 0.55992 4.49051 -3.36639
I -0.10703 5.61849 -1.60141
C 1.69737 1.45873 -1.90179
C 1.34634 0.64968 -3.24176
C -0.17517 0.49174 -3.66999
C -0.30228 -0.28592 -5.03006
C 0.87040 -0.84651 -5.86980
N 2.21604 -0.69886 -5.42197
C 2.38296 0.02105 -4.20605
C 1.13576 0.85034 -0.54803
N 0.34498 -0.39901 -0.55025
N 1.13561 -1.54535 -0.40505
H -2.99117 -3.47274 2.15381
H -4.29600 -4.76859 2.42976
H -4.49702 -3.08982 3.15637
H -4.56447 -3.99805 0.04254
H -6.01678 -3.45271 1.03660
H -5.67385 -1.11723 0.66197
H -4.66590 -1.73914 -0.74945
H -2.20902 -1.55807 -1.09319
H -2.24142 1.89430 3.93564
H -4.22877 0.17400 4.35357
H -5.25231 -1.13661 3.43956
H -5.06966 1.81253 2.86240
H -5.71941 0.71831 1.80901
H 5.44492 3.89159 -1.40333
H 6.05554 5.11648 -0.49499
H 3.23076 6.44129 1.15765
H 4.12545 3.73243 -3.20386
H 2.90680 2.63519 -4.21490
H 2.18991 4.89907 -4.84320
H 2.46662 5.64973 -3.18744
H 0.21238 3.40429 -3.29534
H -0.02294 4.95285 -4.25571
H -1.04922 0.92209 -3.08017
H -1.36628 -0.43084 -5.45473
H 0.63281 -1.37877 -6.85087
H 3.48505 0.16273 -3.87559
H 0.88953 -2.15318 -1.21679
H 0.92387 -2.04214 0.48178
C 1.47686 -6.88151 3.24924
C 2.53861 -6.24350 3.88375
C 2.88707 -4.94523 3.52374
C 2.17618 -4.28563 2.52540
C 1.11973 -4.92741 1.88416
C 0.76907 -6.22427 2.24695
H 1.20136 -7.89124 3.53493
H 3.09471 -6.75854 4.66049
H 3.71275 -4.44700 4.02108
H 2.44609 -3.27227 2.24628
H 0.56842 -4.41561 1.10115
H -0.05568 -6.72342 1.74884
```


Lowest unoccupied orbital energy per entry: 1.880 -0.596 eV